# C20H29N3O4

C20H29N3O4 in the gas phase (ωB97M-V/def2-TZVPD, OMol25).

The geometry in XYZ format:
```
56
C20H29N3O4 | OMol25 | ωB97M-V/def2-TZVPD
C -2.4685 -3.3579 -1.1890
C -2.6608 -1.8727 -1.1261
C -3.8580 -1.3363 -0.6639
C -4.0507 0.0282 -0.6273
C -3.0452 0.8972 -1.0384
C -1.8332 0.3704 -1.4963
C -1.6643 -1.0081 -1.5472
N -0.8266 1.2683 -1.9388
C 0.4885 1.0545 -1.6583
O 0.8700 0.0413 -1.1018
C 1.4744 2.1320 -2.0853
C 2.8479 1.8217 -1.4868
C 2.7065 1.9171 0.0296
O 2.2574 2.9159 0.5611
N 3.1334 0.8397 0.7148
C 2.8267 0.6617 2.1151
C 1.7371 -0.4084 2.2754
N 2.2709 -1.6958 1.8565
C 1.4236 -2.4611 0.9557
C 0.2737 -3.1539 1.6935
O 0.7623 -3.9871 2.7279
C 1.5415 -3.2524 3.6471
C 2.7130 -2.5465 2.9484
C -1.3936 2.5150 -2.4039
C -2.2527 3.1103 -1.2770
C -1.4282 3.3998 -0.0235
O -3.3268 2.2326 -0.9922
H -3.1314 -3.7925 -1.9371
H -2.7069 -3.8140 -0.2297
H -1.4432 -3.6050 -1.4506
H -4.6470 -1.9954 -0.3337
H -4.9770 0.4554 -0.2775
H -0.7350 -1.4052 -1.9203
H 1.1638 3.1017 -1.6943
H 1.5187 2.1757 -3.1758
H 3.1864 0.8316 -1.7873
H 3.5670 2.5710 -1.8208
H 3.2934 -0.0240 0.2179
H 2.4843 1.6244 2.5001
H 3.7332 0.3548 2.6446
H 1.3857 -0.4116 3.3148
H 0.8985 -0.1359 1.6311
H 1.0386 -1.8006 0.1800
H 2.0545 -3.2269 0.4920
H -0.2853 -3.8068 1.0223
H -0.4112 -2.3999 2.1132
H 1.9047 -3.9733 4.3817
H 0.9068 -2.5109 4.1593
H 3.2755 -1.9503 3.6688
H 3.3782 -3.3057 2.5249
H -2.0379 2.3029 -3.2661
H -0.6245 3.2187 -2.7070
H -2.7309 4.0337 -1.6256
H -0.6919 4.1737 -0.2206
H -0.9092 2.5069 0.3181
H -2.0872 3.7377 0.7719
```

Computed properties:
* multiplicity: 1
* SMILES string: Cc1ccc2c(c1)N(C(=O)CCC(=O)NCCN1CCOCC1)C[C@H](C)O2
* LUMO energy: 0.7 eV
* E_HOMO: -0.296 Ha
* HOMO-LUMO gap: 8.764 eV



# C20H29N3O8

2 unconnected molecules or ions with the total composition C20H29N3O8 in a non-equilibrium geometry (ωB97M-V/def2-TZVPD, OMol25).

The geometry in XYZ format:
```
60
C20H29N3O8 | OMol25 | ωB97M-V/def2-TZVPD
C -4.0532 5.0984 1.1500
N -3.9640 4.0954 0.0885
C -2.8824 3.3449 -0.1608
O -1.8464 3.4693 0.4814
C -2.9751 2.4106 -1.3828
C -1.8020 1.4317 -1.5823
C -1.6400 0.3892 -0.5159
C -2.3583 -0.7537 -0.4229
N -1.9617 -1.4642 0.6936
C -0.9594 -0.8126 1.3793
C -0.2429 -1.1214 2.5449
C 0.7634 -0.2422 2.9801
C 1.0271 0.9345 2.2560
C 0.2893 1.2402 1.0958
C -0.7235 0.3762 0.6251
N -3.2786 3.1263 -2.6357
C -2.6848 4.1880 -3.1865
C -1.4895 4.8611 -2.5410
O -3.1211 4.6288 -4.2375
H -3.0659 5.5181 1.3588
H -4.7211 5.9057 0.8461
H -4.4341 4.6380 2.0627
H -4.7576 3.9858 -0.5225
H -3.8390 1.7791 -1.1782
H -0.8700 1.9906 -1.6523
H -1.9382 0.9114 -2.5315
H -3.1296 -1.0576 -1.1197
H -2.3613 -2.3506 0.9666
H -0.4544 -2.0276 3.0904
H 1.3302 -0.4645 3.8734
H 1.7917 1.6173 2.5998
H 0.4820 2.1601 0.5631
H -4.0361 2.7649 -3.1933
H -1.7919 5.3485 -1.6170
H -1.1017 5.6136 -3.2263
H -0.7108 4.1306 -2.3395
O 2.0081 -6.3942 0.6897
C 1.7594 -5.1889 0.6031
C 0.5371 -4.6448 1.3659
O -0.3016 -5.6950 1.8842
C 2.6858 -4.3103 -0.2689
O 3.9673 -4.9618 -0.4256
C 2.8923 -2.9133 0.3368
O 1.6581 -2.2065 0.3348
C 3.8525 -2.0265 -0.4838
O 3.1275 -1.2927 -1.4894
C 4.5287 -0.9882 0.4133
O 5.3467 -0.1299 -0.3964
H -0.0580 -4.0119 0.7012
H 0.8919 -4.0237 2.1938
H 0.2229 -6.5192 1.9571
H 2.2142 -4.1962 -1.2500
H 3.8360 -5.9327 -0.4224
H 3.2697 -3.0324 1.3586
H 1.7176 -1.5580 -0.4053
H 4.6308 -2.6363 -0.9532
H 3.6778 -0.5245 -1.7498
H 3.7652 -0.3931 0.9264
H 5.1395 -1.4833 1.1755
H 6.1415 -0.6005 -0.7058
```

Computed properties:
* multiplicity: 1
* SMILES string: CNC(=O)[C@H](Cc1c[nH]c2ccccc12)NC(C)=O.O=C(CO)[C@H](O)[C@H](O)[C@@H](O)CO
* LUMO energy: 0.5 eV
* E_HOMO: -0.288 Ha
* HOMO-LUMO gap: 8.306 eV



# C20H29N3OP2Yb

A molecular structure, C20H29N3OP2Yb in a non-equilibrium geometry (ωB97M-V/def2-TZVPD, OMol25).

The geometry in XYZ format:
```
56
C20H29N3OP2Yb | OMol25 | ωB97M-V/def2-TZVPD
C 3.2455 2.2444 -3.3656
C 2.4727 2.5055 -2.2573
C 1.0756 2.8222 -2.4268
C 0.5751 2.9750 -3.7907
C 1.3956 2.6690 -4.8782
C 2.7188 2.2994 -4.7121
C -0.7996 3.2633 -3.9271
C -1.6278 3.5324 -2.8192
C -1.0112 3.3973 -1.5081
C -1.7963 3.7323 -0.3345
C -3.1290 4.0422 -0.4634
C -3.7787 4.0685 -1.7547
C -3.0049 3.8028 -2.8866
H 4.2605 1.9828 -3.2083
H 0.9356 2.7834 -5.8735
H 3.3741 2.0616 -5.5058
H -1.2514 3.3577 -4.9223
H -3.6875 4.2181 0.4348
H -4.8227 4.2621 -1.7721
H -3.4089 3.9391 -3.8995
N 0.1871 2.7620 -1.3981
Yb -0.3434 -0.0149 -0.4179
C 2.9923 2.2409 -0.8746
H 2.6267 3.0076 -0.1931
H 4.0974 2.1468 -0.8209
C -1.1636 3.5975 1.0327
H -0.2022 4.1113 1.0647
H -1.7792 3.9700 1.8861
P 2.3335 0.6530 -0.2185
P -0.8530 1.8485 1.4704
C -2.5598 1.4750 1.9867
H -2.6027 0.4904 2.4629
H -2.7653 2.2543 2.7272
H -3.2738 1.5657 1.1578
C -0.1032 2.0954 3.1135
H -0.8137 2.7648 3.6232
H -0.0612 1.1301 3.6390
H 0.8900 2.5642 3.0486
C 3.4282 -0.4305 -1.1743
H 4.4406 -0.0365 -1.0834
H 3.3720 -1.4343 -0.7416
H 3.1139 -0.4176 -2.2184
C 3.3264 0.6948 1.3056
H 3.2459 -0.2745 1.8043
H 4.3591 0.8549 0.9735
H 3.0150 1.4968 1.9857
H -0.4008 -0.2803 -2.4070
H 0.2658 -0.9292 -1.8099
N -1.1293 -3.3738 2.4757
C -0.6272 -3.0573 1.1683
N -0.1134 -4.1048 0.4639
O -0.6855 -1.8307 0.7484
H -1.0940 -4.2874 2.8788
H -1.4335 -2.6412 2.9672
H 0.2695 -4.0023 -0.3962
H -0.1133 -5.0223 0.9274
```

Computed properties:
* multiplicity: 2
* LUMO energy (spin up / spin down): -3.2 / -3.2 eV
* net charge: +1
* E_HOMO (spin up / spin down): -0.281 / -0.352 Ha
* HOMO-LUMO gap (spin up / spin down): 4.433 / 6.373 eV



# C20H29N4O6PPbS

A molecular structure, C20H29N4O6PPbS in a non-equilibrium geometry (ωB97M-V/def2-TZVPD, OMol25).

The geometry in XYZ format:
```
62
C20H29N4O6PPbS | OMol25 | ωB97M-V/def2-TZVPD
Pb 0.0049 -0.1352 -0.1728
O -3.3510 -2.2047 2.6165
C -2.0805 -1.8288 2.5670
O -1.1808 -2.5635 2.2364
C -1.8717 -0.4217 3.0094
C -2.6519 0.1452 4.0112
C -2.3308 1.4228 4.4501
C -1.2339 2.0645 3.9036
C -0.5241 1.4235 2.8886
N -0.8497 0.2168 2.4473
C 0.7018 2.0884 2.2448
O 1.0219 3.2034 2.6248
O 1.2870 1.3910 1.3649
H -3.4587 -3.1046 2.2656
H -3.4823 -0.4041 4.4242
H -2.9188 1.8960 5.2224
H -0.9153 3.0468 4.2215
N 1.4060 -1.5369 1.2948
C 2.2954 -2.6272 0.8754
C 2.6116 -2.5560 -0.6197
C 1.3579 -2.8798 -1.4390
O 1.0959 -4.0134 -1.7944
O 0.6134 -1.8651 -1.7257
H 1.9246 -0.7803 1.7307
H 0.7089 -1.8749 1.9563
H 1.8093 -3.5808 1.0911
H 3.2344 -2.5885 1.4410
H 3.3883 -3.2801 -0.8643
H 2.9442 -1.5469 -0.8693
C 2.7944 0.2955 -3.4213
C 2.5433 1.6824 -2.8446
P 2.0502 1.5960 -1.0434
C 3.6910 1.2367 -0.2424
C 4.5457 2.4368 0.1383
C 1.6210 3.3675 -0.6787
C 2.2491 4.4500 -1.5482
H 2.9442 0.3570 -4.4973
H 1.9493 -0.3623 -3.2307
H 3.6814 -0.1588 -2.9860
H 1.7078 2.1438 -3.3789
H 3.4275 2.3122 -2.9752
H 4.2460 0.5925 -0.9310
H 3.4580 0.6677 0.6571
H 4.8401 3.0028 -0.7426
H 5.4525 2.0977 0.6384
H 4.0133 3.0908 0.8232
H 1.8565 3.5260 0.3744
H 0.5304 3.4224 -0.7602
H 3.3350 4.4179 -1.5021
H 1.9268 5.4244 -1.1798
H 1.9307 4.3534 -2.5850
S -2.7434 -1.1624 -0.9897
C -2.7697 -2.2944 -2.2191
N -1.6100 -2.7887 -2.7559
C -1.6325 -3.7436 -3.6850
C -2.8277 -4.1947 -4.1856
C -3.9853 -3.6127 -3.6372
N -3.9547 -2.7299 -2.6809
H -0.6866 -2.4190 -2.3722
H -0.6753 -4.1301 -4.0039
H -2.8622 -4.9485 -4.9519
H -4.9665 -3.8874 -4.0028
```

Computed properties:
* multiplicity: 1
* LUMO energy: 0.0 eV
* E_HOMO: -0.271 Ha
* HOMO-LUMO gap: 7.384 eV



# C20H29N5PtSSe

A molecular structure, C20H29N5PtSSe in a non-equilibrium geometry (ωB97M-V/def2-TZVPD, OMol25).

The geometry in XYZ format:
```
57
C20H29N5PtSSe | OMol25 | ωB97M-V/def2-TZVPD
Pt -0.1848 0.2624 0.3826
C -0.2606 -2.0665 3.5706
C -1.0041 -1.3804 2.4865
C -1.0163 -1.9450 1.1711
C -0.0652 -3.1195 0.9213
C -1.8442 -1.5056 0.1763
C -1.9800 -2.2656 -1.1402
C -2.5539 -0.2196 0.3778
C -3.6165 0.1867 -0.5801
C -2.3509 0.4555 1.6448
C -2.9826 1.8293 1.7976
C -1.5924 -0.1241 2.6514
C -1.2028 0.6643 3.8970
H -0.3845 -3.1311 3.3999
H -0.8034 -1.9473 4.5513
H 0.8006 -1.8203 3.6069
H 0.1921 -3.2856 -0.1255
H -0.6503 -3.9797 1.2861
H 0.8786 -2.9405 1.4312
H -1.1019 -2.8491 -1.3644
H -2.2975 -1.6771 -1.9332
H -2.7394 -3.0080 -1.0794
H -3.2964 1.0356 -1.2466
H -4.5551 0.4944 -0.1295
H -3.9174 -0.6160 -1.3069
H -4.0256 1.8251 1.9988
H -2.8185 2.4275 0.9355
H -2.5047 2.3736 2.5640
H -0.2610 0.3445 4.2946
H -1.9039 0.5619 4.7458
H -1.1111 1.7301 3.7782
Se 2.0611 -3.0963 -2.7606
N 1.3172 -2.2787 -4.1630
C 0.7079 -1.2172 -3.6865
C -0.0729 -0.2891 -4.4444
C -0.7049 0.7191 -3.8090
C -0.5910 0.8424 -2.3869
N 0.2674 0.1376 -1.7056
C 0.8551 -0.9588 -2.2448
N 1.5292 -1.8509 -1.5893
H -0.1126 -0.4080 -5.5143
H -1.2925 1.4524 -4.3177
H -1.1406 1.5797 -1.8621
C 4.1907 0.5561 -1.0224
N 3.3003 0.8371 0.0402
C 2.5896 1.8741 0.4548
S 1.3312 1.6059 1.6688
N 2.7592 3.1389 0.1660
C 3.7640 3.8020 -0.6395
H 3.7008 -0.0137 -1.8294
H 4.9784 -0.0428 -0.6029
H 4.6300 1.5092 -1.3496
H 3.0820 0.0852 0.6474
H 2.0771 3.7816 0.6415
H 4.7558 3.7937 -0.2289
H 3.3596 4.7899 -0.6572
H 3.8116 3.3410 -1.5679
```

Computed properties:
* multiplicity: 3
* LUMO energy (spin up / spin down): -7.2 / -8.0 eV
* net charge: +2
* E_HOMO (spin up / spin down): -0.500 / -0.548 Ha
* HOMO-LUMO gap (spin up / spin down): 6.462 / 6.934 eV



# C20H29N6O6PdS

A molecular structure, C20H29N6O6PdS in a non-equilibrium geometry (ωB97M-V/def2-TZVPD, OMol25).

The geometry in XYZ format:
```
63
C20H29N6O6PdS | OMol25 | ωB97M-V/def2-TZVPD
Pd 0.7644 0.8713 1.0275
O 4.7042 2.2347 1.4502
C 3.4782 2.0986 1.3357
O 2.7916 1.0733 1.2491
C 2.7066 3.4812 1.3122
C 3.4276 4.6628 1.3546
C 2.6917 5.8388 1.3309
C 1.3126 5.7630 1.2740
C 0.7077 4.5137 1.2404
N 1.4079 3.3748 1.2528
H 4.5071 4.6506 1.4014
H 3.1977 6.7943 1.3631
H 0.7012 6.6548 1.2571
H -0.3707 4.4455 1.2190
C -3.3858 0.6349 -5.4919
C -3.3806 -0.5908 -4.5811
S -3.1778 -0.1149 -2.8731
O -3.5899 1.2686 -2.6651
O -1.8400 -0.4599 -2.3966
C -4.2811 -1.1532 -1.8928
C -4.5671 -0.5337 -0.5029
N -3.4142 0.2407 0.0624
C -2.2089 -0.2673 0.4632
N -1.2901 0.7367 0.7042
C -1.9081 1.8567 0.4368
C -3.2568 1.5653 0.0362
N -4.2545 2.6089 -0.2520
O -3.7564 3.7135 -0.2852
O -5.3991 2.2873 -0.4140
C -1.9411 -1.6926 0.6473
H -3.5205 0.2946 -6.5148
H -2.4465 1.1824 -5.4448
H -4.2064 1.3078 -5.2576
H -2.5396 -1.2625 -4.7571
H -4.3195 -1.1475 -4.6169
H -3.7734 -2.1157 -1.8441
H -5.2272 -1.2673 -2.4211
H -4.8450 -1.3067 0.2066
H -5.3820 0.1684 -0.5692
H -1.4551 2.8286 0.5171
H -2.7965 -2.2061 1.0913
H -1.0763 -1.8104 1.2932
H -1.7283 -2.1392 -0.3294
C 2.4798 -2.1255 0.2715
C 2.4829 -3.7642 0.2859
N 3.1413 -4.1752 1.4826
C 2.4379 -3.7741 2.6583
C 2.4390 -2.1417 2.6513
N 3.1421 -1.7200 1.4761
C 4.5115 -2.1418 1.5055
C 4.5146 -3.7801 1.5042
H 1.4630 -1.7349 0.2364
H 3.0243 -1.7676 -0.5984
H 3.0225 -4.1289 -0.5839
H 1.4640 -4.1434 0.2620
H 2.9414 -4.1362 3.5500
H 1.4174 -4.1492 2.6437
H 2.9418 -1.7810 3.5443
H 1.4206 -1.7692 2.6362
H 5.0027 -1.7808 2.4057
H 5.0447 -1.7773 0.6299
H 5.0105 -4.1482 2.3981
H 5.0379 -4.1443 0.6239
```

Computed properties:
* multiplicity: 5
* LUMO energy (spin up / spin down): -9.3 / -12.5 eV
* net charge: +3
* E_HOMO (spin up / spin down): -0.627 / -0.661 Ha
* HOMO-LUMO gap (spin up / spin down): 7.790 / 5.519 eV



no.,total energy (eV)
1,-33871.8069
2,-42060.9968
3,-77828.6873
4,-64830.9349
5,-108072.9801
6,-56716.8233